Entry from the OMol25 dataset: a structure of composition C36H50Cl5F5N7O2PPbS at a distorted geometry (ωB97M-V/def2-TZVPD).

Results
**Calculated total energy**: -5667.86106 a.u.
**Highest occupied orbital energy**: -6.70 eV

The geometry in ORCA input format:
```
! wB97M-V def2-TZVPD RIJCOSX def2/J DEFGRID3
* xyz 0 1
Pb 1.882 0.258 -2.732
Cl 2.949 -2.364 -0.628
C 2.744 -2.806 -2.270
C 2.564 -1.854 -3.312
C 2.357 -2.136 -4.662
Cl 3.031 -1.113 -5.878
C 1.895 -3.459 -5.026
Cl 1.707 -4.032 -6.646
C 1.803 -4.389 -3.957
Cl 0.934 -5.831 -4.135
C 2.277 -4.099 -2.625
Cl 2.727 -5.296 -1.487
N 1.496 2.043 0.146
N 2.351 3.152 0.039
C 3.211 3.282 -1.024
N 3.998 4.356 -1.144
N 3.249 2.235 -1.921
N 4.073 2.105 -2.969
O 5.120 2.796 -3.113
O 3.796 1.150 -3.811
H 0.577 2.305 0.559
H 1.954 1.229 0.679
H 2.664 3.505 0.951
H 3.525 5.200 -0.803
H 4.546 4.341 -2.023
F 1.715 3.311 -4.657
C 0.602 2.594 -4.766
C 0.364 1.430 -3.970
C -0.731 0.687 -4.318
F -0.854 -0.521 -3.708
C -1.730 1.132 -5.170
F -2.909 0.423 -5.263
C -1.568 2.326 -5.847
F -2.537 2.790 -6.699
C -0.400 3.067 -5.664
F -0.175 4.288 -6.158
C 8.147 3.904 1.136
C 7.270 3.571 2.324
N 5.896 3.683 1.821
C 4.851 3.201 2.566
S 3.460 4.186 2.771
N 4.923 1.928 3.069
C 5.345 0.773 2.303
C 5.301 -0.456 3.206
H 9.247 3.693 1.284
H 8.134 4.970 0.867
H 7.723 3.403 0.230
H 7.511 4.215 3.232
H 7.402 2.580 2.752
H 5.734 4.628 1.452
H 4.139 1.685 3.666
H 6.407 0.921 1.944
H 4.693 0.640 1.409
H 4.270 -0.842 3.225
H 5.606 -0.163 4.211
H 5.976 -1.271 2.854
C -4.156 1.732 -2.061
C -4.800 0.360 -2.101
C -4.211 -0.766 -1.168
C -4.198 -0.329 0.311
C -4.321 1.176 0.479
C -3.680 2.056 -0.665
P -2.704 -0.733 1.410
C -2.535 -2.479 1.044
C -3.586 -3.612 0.864
C -2.835 -5.009 0.844
C -1.578 -5.053 -0.089
C -1.530 -3.857 -1.037
C -1.503 -2.591 -0.160
C -3.546 -1.000 3.102
C -2.558 -0.678 4.235
C -2.908 -1.134 5.639
C -4.456 -1.222 5.788
C -5.381 -0.444 4.810
C -4.901 -0.266 3.324
H -4.937 2.404 -2.366
H -3.348 1.749 -2.844
H -4.695 -0.141 -3.056
H -5.872 0.495 -1.772
H -3.232 -0.961 -1.567
H -4.702 -1.721 -1.356
H -5.061 -0.765 0.833
H -3.895 1.589 1.439
H -5.381 1.500 0.462
H -2.592 1.911 -0.637
H -3.823 3.126 -0.442
H -1.855 -2.797 1.934
H -4.024 -3.516 -0.160
H -4.427 -3.570 1.592
H -3.541 -5.835 0.597
H -2.483 -5.314 1.894
H -1.545 -5.988 -0.692
H -0.627 -5.010 0.548
H -2.290 -3.868 -1.815
H -0.576 -3.986 -1.520
H -1.436 -1.627 -0.620
H -0.579 -2.593 0.479
H -3.891 -2.062 3.140
H -2.680 0.423 4.333
H -1.554 -0.826 3.900
H -2.383 -0.478 6.341
H -2.435 -2.106 5.931
H -4.739 -0.742 6.737
H -4.690 -2.275 5.807
H -5.664 0.536 5.314
H -6.402 -1.011 4.890
H -4.843 0.772 3.088
H -5.655 -0.819 2.706
*
```



Entry from the OMol25 dataset: a structure of composition C36H51CeN2O3PS5SbSi3 at a distorted geometry (ωB97M-V/def2-TZVPD).

Results
**Calculated total energy**: -5654.00387 a.u.
**Energy above the lowest of the compared OMol25 structures with the same formula, charge and spin**: 51.42 kJ/mol
**Highest occupied orbital energy**: -1.27 eV

The geometry in ORCA input format:
```
! wB97M-V def2-TZVPD RIJCOSX def2/J DEFGRID3
* xyz -2 2
Ce -0.459 0.481 1.544
S 1.439 -3.018 -0.532
C 0.493 -2.345 0.642
S 1.150 -1.909 2.170
S -1.171 -1.991 0.351
C 3.831 -0.416 0.402
Sb 1.995 0.610 -0.224
C 1.927 0.744 -2.329
C 2.988 0.417 -3.208
C 4.078 -0.435 -2.890
C 5.097 -0.630 -3.783
C 5.063 0.022 -5.021
C 3.915 0.746 -5.297
N 2.918 0.943 -4.461
Si 0.219 0.636 -3.102
C 0.115 -1.037 -4.061
C -1.266 0.586 -1.874
C -0.173 1.977 -4.439
C 2.673 2.677 0.498
C 1.480 3.520 0.248
C 1.371 4.825 0.743
C 0.244 5.570 0.482
C -0.744 5.030 -0.329
C -0.535 3.760 -0.831
N 0.529 3.020 -0.539
Si 3.021 2.466 2.376
C 2.528 3.926 3.514
C 4.926 2.273 2.626
C 2.350 0.963 3.394
Si 3.973 3.437 -0.677
C 5.473 2.337 -1.085
C 3.138 3.932 -2.318
C 4.725 5.066 0.043
H 3.679 -1.477 0.208
H 3.993 -0.286 1.470
H 4.697 -0.066 -0.152
H 4.011 -1.009 -1.984
H 5.903 -1.316 -3.547
H 5.856 -0.087 -5.753
H 3.784 1.202 -6.278
H 0.337 -1.857 -3.384
H 0.862 -1.058 -4.847
H -0.857 -1.227 -4.509
H -1.565 -0.449 -1.718
H -2.130 1.123 -2.256
H -1.010 1.035 -0.895
H 0.661 2.004 -5.131
H -0.300 2.971 -4.024
H -1.074 1.725 -4.994
H 2.169 5.240 1.333
H 0.138 6.567 0.895
H -1.647 5.579 -0.558
H -1.255 3.305 -1.499
H 3.063 4.844 3.300
H 2.713 3.677 4.555
H 1.467 4.117 3.406
H 5.472 3.110 2.209
H 5.308 1.373 2.161
H 5.157 2.221 3.686
H 1.255 0.993 3.495
H 2.747 1.008 4.409
H 2.624 -0.014 2.991
H 5.158 1.510 -1.709
H 5.954 1.939 -0.201
H 6.216 2.902 -1.637
H 2.607 3.071 -2.720
H 3.858 4.260 -3.064
H 2.413 4.730 -2.178
H 5.061 4.950 1.067
H 4.007 5.878 0.025
H 5.581 5.381 -0.546
C -1.289 -1.125 5.359
P -1.747 -1.332 3.579
C -3.506 -0.818 3.561
C -4.038 -0.568 2.295
C -5.351 -0.157 2.152
C -6.149 0.014 3.272
C -5.627 -0.226 4.532
C -4.314 -0.641 4.679
C -1.975 -3.156 3.619
C -0.914 -3.940 4.063
C -1.045 -5.311 4.162
C -2.230 -5.927 3.797
C -3.276 -5.158 3.318
C -3.151 -3.783 3.223
H -0.241 -1.402 5.473
H -1.905 -1.749 6.009
H -1.407 -0.070 5.598
H -3.417 -0.701 1.404
H -5.745 0.044 1.167
H -7.176 0.338 3.168
H -6.247 -0.088 5.410
H -3.936 -0.825 5.674
H 0.030 -3.474 4.307
H -0.216 -5.902 4.527
H -2.327 -7.002 3.872
H -4.200 -5.637 3.021
H -3.969 -3.192 2.835
O -0.035 2.491 2.151
S -1.375 2.567 2.789
O -1.601 3.783 3.534
O -1.449 1.329 3.619
S -2.662 2.301 1.322
*
```